Here is a single C21H25FN2O2 molecule from OMol25. Energies are from ωB97M-V/def2-TZVPD.

Geometry as XYZ:
```
51
Properties=species:S:1:pos:R:3:forces:R:3
H -0.930 -0.222 -1.879 -0.072 0.045 0.004
H 2.937 -3.458 -1.057 0.079 -0.020 -0.059
C 1.317 0.913 0.448 0.166 -0.080 0.056
H -2.284 -3.497 0.625 0.061 -0.100 -0.147
C 3.102 0.202 -0.984 -0.092 0.101 0.062
C 2.270 1.540 1.250 -0.070 -0.030 0.086
H -0.572 -0.035 0.617 0.004 -0.040 0.099
H -2.183 0.640 -2.782 0.152 -0.048 0.031
H -2.391 1.414 1.720 -0.026 0.019 0.066
C -1.720 0.526 -1.791 0.123 0.060 -0.326
H -1.755 -4.216 -0.922 -0.006 0.034 0.109
N -2.137 -2.173 -0.934 0.065 -0.135 -0.289
H -0.712 -2.311 2.050 -0.111 0.035 0.083
C 1.405 -2.293 1.716 0.032 0.004 0.065
C -0.446 3.439 0.457 -0.337 -0.200 0.103
C -0.134 0.941 0.830 -0.130 0.149 -0.176
N -2.710 0.075 -0.837 -0.041 -0.016 0.107
O -3.215 -1.332 0.870 -0.069 -0.082 0.565
H -2.846 2.923 0.936 -0.017 0.086 0.052
O 0.700 3.783 -0.276 0.417 0.057 -0.205
C -0.209 -3.160 0.155 -0.071 -0.092 -0.014
C 2.431 -2.616 0.844 0.100 -0.053 0.036
C -3.389 1.160 -0.163 -0.162 0.029 0.368
C -2.694 -1.149 -0.214 -0.164 0.098 -0.549
C 1.755 0.229 -0.679 0.182 0.065 -0.107
C 4.049 0.834 -0.201 0.008 -0.132 -0.164
F 3.501 -0.477 -2.080 -0.012 0.044 0.102
H -1.702 2.691 -1.748 0.018 0.061 -0.072
C -1.012 2.030 0.160 0.136 0.267 -0.028
C 0.092 -2.563 1.374 -0.020 -0.074 0.024
H 5.092 0.786 -0.470 0.110 -0.017 -0.055
H -1.189 4.190 0.173 -0.059 -0.094 0.100
C -1.649 -3.359 -0.252 0.035 0.079 0.116
H -4.207 0.732 0.418 0.016 0.128 -0.126
H 4.334 1.994 1.569 0.071 0.050 0.050
H -0.265 3.534 1.538 -0.091 0.007 0.003
H 1.070 -0.312 -1.311 -0.097 -0.112 -0.078
C 3.616 1.503 0.930 0.026 -0.009 -0.033
C 2.141 -3.209 -0.372 0.099 -0.005 -0.043
H 3.456 -2.403 1.112 0.090 0.025 0.019
C -1.101 1.865 -1.364 0.071 -0.139 0.150
H -3.805 1.818 -0.931 -0.021 -0.007 0.036
H 1.630 -1.828 2.665 0.021 0.046 0.091
H -1.711 -1.974 -1.824 -0.079 0.068 0.092
H -0.197 1.097 1.910 -0.072 -0.065 0.012
H 1.954 2.052 2.148 -0.070 0.046 0.103
H 1.425 3.200 -0.017 -0.034 0.099 -0.039
C -2.435 1.929 0.760 -0.003 -0.117 -0.144
H -0.108 1.961 -1.804 -0.074 0.058 -0.074
C 0.826 -3.475 -0.716 -0.056 -0.021 0.039
H 0.602 -3.937 -1.668 -0.027 -0.075 -0.100
```
Positions in Å, forces in eV/Å.

highest occupied orbital energy = -0.3263 Ha
SMILES string = O=C(NCc1ccccc1)N1CCC(CO)(Cc2cccc(F)c2)CC1